9 unconnected molecules or ions with the total composition C36H50F8N3O25 at a distorted geometry, computed with ωB97M-V/def2-TZVPD.

Summary:
2S+1: 2
HOMO-LUMO gap (spin up / spin down): 8.126 / 8.853 eV
HOMO (spin up / spin down): -0.2935 / -0.3202 hartree
Lowest unoccupied orbital energy (spin up / spin down): 0.1 / 0.1 eV

Each line ends with the Löwdin spin population.
Cartesian coordinates (Å):
C1 3.66510 3.44348 0.24624  0.000
C2 2.53841 4.13746 1.00246  0.000
C3 1.17444 3.53519 0.62087  0.002
N1 0.71875 4.15019 -0.63564  0.000
C4 -0.29039 3.34773 -1.33590  0.000
N2 -0.58886 4.14691 -2.55601  0.001
C5 -1.63146 3.23143 -0.53354  0.016
C6 -1.95899 1.91145 0.20127  0.026
C7 -2.11579 2.21362 1.69314  -0.003
C8 -3.35023 1.37826 -0.22901  0.010
N3 -0.95158 0.84735 0.09842  0.371
O1 -0.26902 0.60145 1.15388  0.520
C9 -0.25577 0.69015 -1.17918  0.025
C10 -1.08673 -0.11526 -2.20825  0.009
C11 0.98359 -0.18317 -0.93537  -0.002
C12 0.24673 2.00186 -1.86139  0.017
H1 3.56907 2.36577 0.34914  0.000
H2 3.59925 3.63377 -0.82131  0.000
H3 4.63958 3.73089 0.62273  0.000
H4 2.67295 3.86769 2.05025  0.000
H5 2.54741 5.20336 0.80498  0.000
H6 1.31469 2.46583 0.52228  0.002
H7 0.48240 3.79000 1.42466  0.000
H8 0.21253 4.99275 -0.38668  0.000
H9 -1.13608 3.57195 -3.18660  0.000
H10 -1.22459 4.90067 -2.30921  0.000
H11 -2.42070 3.39867 -1.25754  0.001
H12 -1.71365 4.05344 0.17269  0.001
H13 -2.40093 1.33548 2.25450  -0.001
H14 -1.22170 2.67983 2.08788  0.000
H15 -2.89395 2.97030 1.78332  0.000
H16 -3.81783 0.94933 0.64674  0.000
H17 -3.98953 2.17269 -0.59570  0.001
H18 -3.28077 0.57477 -0.95514  0.001
H19 -1.89443 0.46403 -2.64215  0.000
H20 -1.46829 -0.99085 -1.68615  0.001
H21 -0.39123 -0.47909 -2.95150  0.000
H22 1.75010 0.33900 -0.37343  0.000
H23 0.71049 -1.12054 -0.46912  -0.001
H24 1.41923 -0.35901 -1.91471  0.000
H25 0.02605 1.93023 -2.91934  0.001
H26 1.33075 2.03427 -1.79479  0.001
C13 -4.64038 -2.80083 2.93310  0.000
C14 -4.25887 -1.87915 1.80526  0.000
O2 -4.50372 -0.59836 2.37169  0.000
C15 -4.32743 -0.70961 3.71930  0.000
O3 -4.22039 0.21484 4.46056  0.000
O4 -4.30600 -2.01075 4.09081  0.000
F1 -5.06415 -2.05690 0.72488  0.000
H27 -5.70681 -3.02294 2.93818  0.000
H28 -4.08284 -3.72709 2.91782  0.000
H29 -3.21430 -1.94916 1.49291  0.000
C16 2.31294 -3.93401 -2.90577  0.000
C17 1.71465 -5.31599 -2.81978  0.000
O5 1.05453 -5.28705 -1.56123  0.000
C18 0.69920 -3.99200 -1.33720  0.000
O6 -0.07922 -3.63478 -0.51601  0.000
O7 1.35875 -3.15825 -2.17096  0.000
F2 2.67038 -6.28321 -2.80082  0.000
H30 3.28745 -3.88238 -2.41509  0.000
H31 2.40338 -3.53980 -3.92543  0.000
H32 0.98700 -5.54610 -3.59861  0.000
C19 6.15503 5.86074 2.21485  0.000
C20 7.22198 5.06272 1.50203  0.000
O8 8.28572 5.99152 1.40657  0.000
C21 8.16820 6.84857 2.46558  0.000
O9 9.02054 7.57798 2.83883  0.000
O10 6.93977 6.73762 3.03192  0.000
F3 6.83061 4.70037 0.25591  0.000
H33 5.55563 6.44776 1.51787  0.000
H34 5.49558 5.24638 2.82224  0.000
H35 7.56124 4.17732 2.04251  0.000
C22 -5.58438 -7.92756 4.03119  0.000
C23 -4.69797 -6.88522 4.67144  0.000
O11 -4.36387 -6.05749 3.56454  0.000
C24 -5.39475 -6.13697 2.67881  0.000
O12 -5.56689 -5.38346 1.77670  0.000
O13 -6.19767 -7.18226 2.96918  0.000
F4 -3.56914 -7.42415 5.18111  0.000
H36 -5.00499 -8.75013 3.61139  0.000
H37 -6.33232 -8.32693 4.70992  0.000
H38 -5.18567 -6.28229 5.43883  0.000
C25 -4.50588 -4.59914 -1.33394  0.000
C26 -5.58589 -4.32573 -2.35230  0.000
O14 -4.83893 -3.85159 -3.46373  0.000
C27 -3.60695 -4.43459 -3.38922  0.000
O15 -2.82133 -4.46982 -4.28109  0.000
O16 -3.40383 -4.96851 -2.17061  0.000
F5 -6.43805 -3.35569 -1.94298  0.000
H39 -4.24775 -3.71087 -0.76125  0.000
H40 -4.75888 -5.40067 -0.64695  0.000
H41 -6.16230 -5.20272 -2.65149  0.000
C28 0.90378 -0.50824 -7.17064  0.000
C29 0.89417 0.40356 -5.96480  0.000
O17 1.35155 -0.46155 -4.93706  0.000
C30 2.15102 -1.38612 -5.52097  0.000
O18 2.90268 -2.08848 -4.92157  0.000
O19 1.98672 -1.39807 -6.85802  0.000
F6 -0.35541 0.83087 -5.66391  0.000
H42 -0.02253 -1.07729 -7.25598  0.000
H43 1.08810 0.01733 -8.10303  0.000
H44 1.56119 1.26372 -6.03413  0.000
C31 6.99201 0.06534 -1.82702  0.000
C32 5.74136 0.08032 -0.97914  0.000
O20 5.01333 1.15923 -1.53583  0.000
C33 5.37308 1.25074 -2.84803  0.000
O21 4.77912 1.86457 -3.66807  0.000
O22 6.50363 0.54391 -3.08329  0.000
F7 6.02019 0.35250 0.32039  0.000
H45 7.74730 0.75258 -1.44338  0.000
H46 7.42856 -0.92462 -1.92948  0.000
H47 5.13860 -0.82818 -1.03417  0.000
C34 -1.68923 1.98903 5.31541  0.000
C35 -0.75649 1.87885 6.49511  0.000
O23 -0.15552 3.16264 6.52847  0.000
C36 -1.06022 4.04179 6.00017  0.000
O24 -0.99461 5.21892 6.10910  0.000
O25 -2.04207 3.37909 5.34269  0.000
F8 0.20663 0.94307 6.29700  0.000
H48 -1.18913 1.75803 4.37334  0.000
H49 -2.56738 1.35693 5.40915  0.000
H50 -1.25041 1.68458 7.44846  0.000